{"formula": "C37H97Br2IN27O15", "method": "ωB97M-V with the def2-TZVPD basis set", "total_charge": 1, "orbital_gap_ev": 8.0, "max_force_ha_per_bohr": 0.0181, "species": ["C", "C", "C", "C", "C", "N", "O", "C", "C", "C", "C", "C", "C", "C", "C", "C", "C", "C", "C", "C", "C", "C", "C", "Br", "C", "I", "C", "C", "O", "Br", "H", "H", "H", "H", "H", "H", "H", "H", "H", "H", "H", "H", "H", "H", "H", "H", "H", "H", "H", "H", "H", "H", "H", "H", "H", "H", "H", "H", "H", "H", "H", "H", "H", "H", "H", "H", "H", "H", "H", "H", "H", "H", "H", "H", "H", "C", "O", "N", "N", "H", "H", "H", "H", "C", "O", "N", "N", "H", "H", "H", "H", "C", "O", "N", "N", "H", "H", "H", "H", "C", "O", "N", "N", "H", "H", "H", "H", "C", "O", "N", "N", "H", "H", "H", "H", "C", "O", "N", "N", "H", "H", "H", "H", "C", "O", "N", "N", "H", "H", "H", "H", "C", "O", "N", "N", "H", "H", "H", "H", "C", "O", "N", "N", "H", "H", "H", "H", "C", "O", "N", "N", "H", "H", "H", "H", "C", "O", "N", "N", "H", "H", "H", "H", "C", "O", "N", "N", "H", "H", "H", "H", "C", "O", "N", "N", "H", "H", "H", "H"], "coordinates": [[2.4460, 4.0418, -5.9937], [1.3559, 2.9694, -5.7983], [0.9074, 2.7907, -4.3327], [0.8490, 1.3171, -3.8919], [1.3034, 0.9252, -2.4879], [0.3005, 1.0603, -1.3603], [-1.0472, 0.9933, -1.7295], [-1.4048, -0.3724, -2.0359], [-1.7028, -1.2830, -0.8118], [-0.7920, -2.5131, -0.8807], [-1.6734, -0.5711, 0.5569], [-1.7744, -1.6424, 1.6532], [-2.8691, 0.3720, 0.6974], [0.6136, 2.3131, -0.5557], [-0.5236, 3.3335, -0.4300], [-0.1912, 4.3333, 0.6683], [-1.0364, 4.0559, -1.6881], [-0.3158, 5.3163, -2.1426], [-1.0833, 5.9838, -3.2846], [2.0249, 2.7277, -0.9868], [2.8293, 3.1338, 0.2461], [4.3253, 3.3388, 0.0943], [4.9717, 3.3371, 1.4811], [4.6520, 5.0105, -0.8706], [2.5524, 1.5535, -1.8464], [3.3223, 0.0013, -0.4321], [3.6642, 1.9160, -2.8205], [4.6477, 0.8395, -3.2014], [5.8077, 0.8570, -2.9775], [3.8910, -0.6725, -4.2101], [3.4012, 3.5802, -6.2429], [2.2081, 4.7040, -6.8209], [2.6038, 4.6344, -5.0942], [0.4896, 3.2417, -6.3980], [1.7127, 2.0216, -6.2011], [-0.0807, 3.2225, -4.2331], [1.5651, 3.3703, -3.6941], [1.4698, 0.7170, -4.5507], [-0.1684, 0.9601, -4.0368], [1.5090, -0.1416, -2.5627], [0.4699, 0.2453, -0.7619], [-0.6219, -0.8177, -2.6499], [-2.2764, -0.2697, -2.6759], [-2.7257, -1.6472, -0.9143], [-1.1816, -3.3334, -0.2858], [0.2304, -2.2732, -0.5695], [-0.7316, -2.8725, -1.9089], [-0.7336, -0.0332, 0.7329], [-0.8214, -2.1465, 1.8088], [-2.4637, -2.4067, 1.2950], [-2.1551, -1.2372, 2.5864], [-3.7655, -0.2404, 0.7949], [-2.9919, 1.0501, -0.1422], [-2.7865, 0.9440, 1.6205], [0.7182, 1.9342, 0.4648], [-1.3727, 2.7572, -0.0626], [0.6027, 5.0219, 0.3855], [0.1075, 3.8422, 1.5951], [-1.0818, 4.9278, 0.8635], [-1.1373, 3.3477, -2.5079], [-2.0468, 4.3665, -1.4165], [0.7028, 5.1292, -2.4882], [-0.2528, 6.0377, -1.3302], [-2.0630, 6.3228, -2.9514], [-0.5427, 6.8592, -3.6459], [-1.2048, 5.3159, -4.1380], [2.0280, 3.5980, -1.6509], [2.4181, 4.0620, 0.6346], [2.6960, 2.3983, 1.0407], [4.7990, 2.5710, -0.5047], [4.1859, 3.4076, 2.2242], [5.4552, 2.3722, 1.6303], [5.7028, 4.1254, 1.6197], [4.2756, 2.7169, -2.4134], [3.2413, 2.2835, -3.7540], [-3.4514, -5.0581, 2.0306], [-3.6483, -4.1983, 1.1767], [-2.3513, -5.8576, 2.0106], [-4.3203, -5.2806, 3.0553], [-2.1436, -6.5578, 2.7004], [-1.7146, -5.7437, 1.2437], [-5.1525, -4.7231, 3.0842], [-4.2005, -6.0225, 3.7216], [2.4923, 2.6370, 5.0489], [2.7173, 2.5431, 3.8491], [3.4582, 2.9972, 5.9400], [1.2596, 2.3907, 5.5789], [3.2959, 3.0862, 6.9250], [4.3728, 3.1896, 5.5775], [0.5278, 2.1305, 4.9458], [1.0535, 2.4682, 6.5566], [0.5776, -7.9687, 3.5975], [-0.4651, -7.7021, 2.9939], [0.7093, -7.7348, 4.9333], [1.6447, -8.5020, 2.9710], [1.5475, -7.9409, 5.4438], [-0.0824, -7.3584, 5.4211], [1.5664, -8.6757, 1.9831], [2.4938, -8.7611, 3.4405], [-4.7915, 5.3786, -1.3243], [-3.8741, 5.1300, -0.5450], [-5.8053, 6.2183, -1.0217], [-4.8302, 4.8215, -2.5766], [-6.5371, 6.4236, -1.6752], [-5.8210, 6.6645, -0.1164], [-4.0756, 4.2189, -2.8395], [-5.5361, 5.0508, -3.2494], [1.5778, -5.9700, 0.3998], [1.2028, -7.0904, 0.0767], [1.1827, -5.3962, 1.5681], [2.4140, -5.2276, -0.3842], [1.4816, -4.4882, 1.8692], [0.5609, -5.9337, 2.1544], [2.7215, -5.6329, -1.2480], [2.7368, -4.3131, -0.1321], [-5.2226, 9.3978, 1.1992], [-5.6424, 8.2688, 0.9728], [-4.2089, 9.9362, 0.4544], [-5.7290, 10.1841, 2.1793], [-3.8393, 10.8546, 0.6094], [-3.8277, 9.3674, -0.2777], [-6.4937, 9.8374, 2.7294], [-5.4125, 11.1182, 2.3573], [2.2997, -12.0383, 4.2504], [2.9985, -11.1862, 3.7136], [2.7908, -13.2577, 4.6012], [0.9822, -11.8187, 4.5277], [2.2371, -13.9719, 5.0345], [3.7600, -13.4382, 4.4143], [0.5925, -10.9341, 4.2585], [0.3881, -12.5005, 4.9599], [-3.7022, -9.8916, 2.9976], [-4.1257, -9.1304, 3.8569], [-4.2876, -11.1012, 2.7442], [-2.6144, -9.5778, 2.2398], [-3.9643, -11.7330, 2.0369], [-5.0941, -11.3441, 3.2876], [-2.1740, -8.6966, 2.4372], [-2.2375, -10.1666, 1.5222], [-8.9954, 11.8960, 2.2777], [-8.1099, 11.5836, 3.0577], [-10.0345, 12.7038, 2.6391], [-9.0051, 11.4557, 0.9840], [-10.7707, 12.9710, 2.0143], [-10.0490, 13.0369, 3.5845], [-8.2521, 10.8564, 0.6993], [-9.7200, 11.6934, 0.3236], [7.9511, 7.8768, -2.2290], [7.2773, 8.6098, -1.5296], [7.6372, 6.5543, -2.4072], [9.0675, 8.3118, -2.8897], [8.1688, 5.9264, -2.9786], [6.8241, 6.2197, -1.9241], [9.3198, 9.2752, -2.7751], [9.6349, 7.7224, -3.4676], [1.1186, -10.6255, -1.8357], [0.7745, -11.7505, -2.1483], [0.7555, -10.0403, -0.6547], [1.9007, -9.8429, -2.6438], [1.0346, -9.1128, -0.3880], [0.1836, -10.5861, -0.0403], [2.1930, -10.2343, -3.5188], [2.1826, -8.9146, -2.3938], [7.3569, -11.3282, 3.5497], [8.1072, -12.1534, 3.0634], [6.0077, -11.3368, 3.3328], [7.8119, -10.3201, 4.3630], [5.3593, -10.6792, 3.7225], [5.6431, -12.0579, 2.7397], [8.7971, -10.2896, 4.5442], [7.2138, -9.6337, 4.7796], [-4.2664, 6.6221, -5.7016], [-4.8322, 7.0859, -4.7291], [-4.6970, 5.4849, -6.3371], [-3.1536, 7.2035, -6.2447], [-4.2526, 5.1063, -7.1514], [-5.5345, 5.0523, -5.9975], [-2.8179, 8.0421, -5.8094], [-2.6823, 6.8502, -7.0549]], "forces_ev_per_angstrom": [[0.0896, -0.3414, -0.0983], [0.0677, 0.2339, 0.0279], [-0.0499, -0.2371, -0.2865], [-0.1114, 0.7597, 0.1316], [0.3211, -0.8645, -0.1152], [-0.2704, 0.1198, -0.4519], [0.2817, 0.0386, -0.2290], [-0.3701, -0.3154, 0.2253], [0.4137, 0.0826, -0.0591], [-0.0036, 0.1056, -0.2605], [-0.3252, -0.3082, 0.2172], [0.0007, -0.1244, -0.5726], [0.1896, -0.1672, 0.1548], [0.0671, 0.1656, 0.8624], [-0.1396, 0.0354, -0.4386], [0.0308, 0.0787, 0.1566], [0.0454, -0.0024, 0.3127], [-0.1152, 0.1179, -0.4326], [0.2366, 0.1739, 0.0591], [0.2880, 0.1703, -0.4773], [0.1980, -0.0601, -0.0507], [0.1219, -0.0561, 0.3874], [-0.1228, -0.0922, -0.1927], [-0.1045, 0.0918, -0.1464], [-0.1314, -0.2080, 0.4594], [-0.1704, 0.0077, -0.0864], [0.2370, 0.1367, -0.1619], [0.6090, -0.2126, 0.1536], [-0.4941, 0.0282, -0.1205], [-0.0101, 0.0733, 0.0106], [0.0851, -0.0037, 0.0505], [-0.0187, 0.1535, 0.0224], [-0.1004, 0.1722, 0.0012], [-0.0777, -0.0686, -0.0437], [-0.0040, -0.0824, -0.0138], [-0.0747, 0.1805, 0.1924], [0.0079, 0.0942, 0.1351], [0.1231, -0.0409, -0.0496], [-0.0435, -0.1870, 0.0770], [-0.1997, -0.0709, -0.0098], [0.0278, 0.1299, 0.2570], [0.0904, 0.0463, -0.0610], [-0.1001, 0.1409, 0.0320], [-0.1015, 0.0317, -0.0750], [0.0751, -0.0106, 0.1579], [0.0616, -0.0252, 0.1119], [-0.0132, -0.0733, -0.0460], [0.0839, 0.1942, -0.1787], [0.0812, 0.0571, 0.2092], [-0.1857, -0.0396, 0.3392], [0.1247, 0.0781, 0.1138], [-0.1259, 0.0150, -0.1113], [-0.0316, 0.1247, -0.0339], [-0.0037, 0.1667, -0.0260], [0.0049, -0.1745, -0.0138], [-0.0222, -0.1252, 0.0345], [0.0282, 0.0164, -0.0310], [-0.0132, -0.0395, 0.0689], [-0.0586, 0.0405, 0.0346], [0.0041, -0.0554, -0.1277], [-0.1230, -0.0051, -0.0560], [0.1562, -0.0857, 0.1090], [0.0624, -0.0348, 0.1178], [-0.1437, -0.1118, -0.0312], [0.0188, 0.0481, -0.0151], [-0.1190, -0.1068, -0.0396], [-0.3101, -0.0061, -0.0971], [-0.0572, 0.0188, 0.0698], [-0.0706, -0.1113, 0.0011], [0.0207, 0.0241, -0.1692], [0.0613, 0.2222, 0.3154], [0.0951, -0.0216, 0.0554], [0.0717, 0.0415, -0.0351], [-0.0328, 0.0906, 0.0070], [-0.0955, 0.0321, -0.0475], [-0.0802, -0.1819, -0.1121], [-0.0175, 0.0496, -0.0375], [-0.0140, 0.1541, 0.0377], [0.0955, 0.1262, 0.1231], [0.0398, 0.0626, 0.0121], [-0.0247, -0.0711, -0.0318], [-0.0241, -0.0233, -0.0343], [-0.0558, -0.1274, -0.0939], [-0.0002, 0.0515, 0.0121], [-0.0785, -0.0463, -0.0992], [-0.0147, -0.0341, -0.0031], [0.0408, -0.0280, -0.0006], [-0.0103, 0.0095, -0.0009], [0.0030, 0.0084, -0.0054], [-0.0095, 0.0106, -0.0069], [0.0034, 0.0160, 0.0013], [0.1667, -0.1660, 0.0908], [0.0332, 0.2601, 0.0766], [-0.0390, 0.0342, -0.0339], [0.0021, 0.1006, -0.0421], [0.0010, -0.0395, -0.0114], [-0.0242, -0.0330, 0.0037], [0.0052, 0.0726, -0.0226], [-0.0776, -0.2613, 0.0152], [0.0532, 0.1295, -0.0855], [0.0744, -0.1095, 0.0329], [-0.1189, -0.2784, -0.0070], [-0.1452, -0.2397, 0.1856], [0.0401, 0.0303, -0.0418], [0.1660, 0.2281, -0.0482], [0.0332, 0.0238, -0.0149], [0.1181, 0.2021, -0.0635], [0.0249, 0.0427, 0.1810], [0.1432, -0.1350, -0.1678], [-0.1000, -0.0125, -0.0029], [-0.0721, -0.0213, -0.0169], [0.0129, 0.0103, -0.0353], [-0.0406, -0.0056, -0.0416], [0.0127, -0.0074, 0.0004], [0.0055, -0.0062, 0.0193], [0.1102, -0.0515, -0.0503], [-0.1633, 0.0366, 0.1531], [-0.0201, 0.0441, 0.0321], [0.1744, -0.1502, -0.0590], [-0.0009, -0.0033, 0.0143], [-0.0050, -0.0237, -0.0031], [-0.0910, 0.1194, -0.0362], [-0.0903, 0.0412, -0.0208], [-0.0746, -0.0680, -0.0129], [0.1309, 0.2160, 0.0557], [-0.0120, 0.0488, 0.0047], [0.0552, 0.0119, 0.0394], [-0.0123, -0.0010, -0.0112], [0.0157, 0.0086, 0.0130], [-0.0121, -0.0086, -0.0383], [0.0007, -0.0130, -0.0132], [-0.0103, 0.0645, -0.0536], [-0.0048, 0.0326, 0.0277], [0.0557, 0.0060, 0.0571], [-0.1347, -0.0590, 0.0885], [-0.0064, 0.0243, -0.0268], [-0.0191, 0.0153, -0.0068], [0.2449, -0.1299, -0.0878], [-0.0802, -0.0138, -0.0403], [-0.0077, -0.0456, -0.0849], [-0.0180, 0.0379, 0.1606], [0.0275, -0.0054, -0.0169], [-0.0045, 0.0323, 0.0145], [0.0020, -0.0072, -0.0094], [0.0052, -0.0050, 0.0094], [0.0059, -0.0096, 0.0082], [-0.0111, -0.0022, 0.0082], [0.0137, -0.0236, -0.0161], [-0.0132, 0.0093, 0.0013], [-0.0048, 0.0835, -0.0219], [-0.0290, -0.0126, 0.0024], [0.0161, 0.0038, 0.0095], [0.0857, -0.0715, -0.0081], [-0.0025, 0.0065, 0.0087], [-0.0006, -0.0122, 0.0078], [-0.0034, 0.0386, 0.0536], [-0.0119, -0.0175, -0.0141], [0.0566, -0.0402, 0.0663], [0.0155, -0.0078, -0.0279], [-0.1177, 0.1890, -0.0635], [0.0150, -0.0459, -0.0041], [0.0006, -0.0146, 0.0011], [-0.0314, 0.0036, 0.0363], [-0.0273, 0.0265, 0.0209], [0.0046, -0.0055, -0.0028], [0.0782, -0.0276, 0.0293], [-0.0112, 0.0042, -0.0245], [-0.0746, -0.0814, 0.0174], [-0.0070, 0.0379, -0.0594], [0.0074, -0.0148, -0.0008], [-0.0156, -0.0113, 0.0022], [0.0305, 0.1083, -0.1580], [-0.1057, -0.1079, 0.0150], [0.1048, -0.0540, 0.1388], [0.0211, -0.0714, 0.0686], [-0.0223, 0.0374, -0.0339], [-0.0499, 0.0402, -0.0473], [-0.0116, 0.0112, -0.0003], [-0.0249, 0.0127, -0.0226]], "mulliken_charge": [-1.232, -0.919, 0.544, -1.506, 0.379, 0.399, -0.068, -1.168, 0.276, -1.702, 1.776, -1.804, -1.991, -0.884, 1.097, -2.708, 0.272, -0.171, -1.688, 2.079, -2.235, 0.038, -1.107, -0.100, -1.453, 0.178, 0.421, -0.103, -0.454, -0.142, 0.316, 0.346, 0.299, 0.545, 0.333, 0.414, -0.624, 0.571, 0.364, 0.670, 0.606, 0.536, 0.288, 0.927, 0.199, 0.261, 0.507, -0.288, 0.303, 0.324, 0.558, 0.551, 0.290, 0.430, 0.166, -0.088, 0.610, 0.613, 0.472, 0.346, -0.061, -0.125, 0.698, 0.328, 0.505, 0.272, -0.270, 0.865, 0.587, 0.245, 0.263, 0.310, 0.362, 0.311, -0.047, 0.488, -0.712, 0.006, -0.357, 0.085, 0.119, 0.223, 0.167, 0.599, -0.566, -0.387, -0.399, 0.162, 0.212, 0.201, 0.160, 0.430, -0.782, -0.400, -0.028, 0.170, 0.222, 0.086, 0.090, 0.643, -0.685, -0.357, -0.261, 0.133, 0.292, 0.159, 0.151, 0.652, -0.696, -0.084, -0.337, 0.145, -0.038, 0.196, 0.086, 0.656, -0.712, -0.374, -0.356, 0.169, 0.211, 0.192, 0.124, 0.625, -0.613, -0.379, -0.334, 0.164, 0.221, 0.156, 0.170, 0.661, -0.647, -0.393, -0.151, 0.163, 0.234, 0.126, 0.151, 0.638, -0.628, -0.420, -0.330, 0.156, 0.218, 0.192, 0.169, 0.624, -0.647, -0.328, -0.386, 0.144, 0.096, 0.232, 0.159, 0.537, -0.672, -0.155, -0.323, 0.261, 0.095, 0.197, 0.160, 0.575, -0.634, -0.236, -0.368, 0.148, 0.158, 0.209, 0.162, 0.713, -0.611, -0.405, -0.400, 0.155, 0.209, 0.210, 0.160]}